1.
Here is a cluster of 14 separate species, C76H136N15O25P in total in a non-equilibrium geometry from the Open Molecules 2025 dataset. Energies are from the ωB97M-V functional and the def2-TZVPD basis.

## Properties
Kohn-Sham gap	5.83	eV
E_LUMO	-5.34	eV

```
! wB97M-V def2-TZVPD RIJCOSX def2/J DEFGRID3
* xyz 2 1
C -4.824 -2.232 -4.480
N -3.855 -1.484 -3.562
C -3.742 -0.213 -3.869
C -2.831 0.590 -3.181
C -2.100 0.031 -2.160
C -2.349 -1.264 -1.798
C -3.212 -2.091 -2.538
C -1.011 0.877 -1.491
C 0.183 0.238 -1.148
C 1.265 1.004 -0.678
N 1.106 2.324 -0.574
C -0.050 2.949 -0.804
C -1.085 2.269 -1.393
C 2.293 3.204 -0.091
H -4.946 -3.223 -4.066
H -4.312 -2.416 -5.352
H -5.739 -1.670 -4.598
H -4.365 0.185 -4.681
H -2.833 1.678 -3.355
H -1.811 -1.756 -1.032
H -3.181 -3.158 -2.468
H 0.276 -0.858 -1.408
H 2.205 0.581 -0.418
H -0.010 4.003 -0.613
H -1.935 2.895 -1.676
H 2.500 3.062 0.969
H 2.045 4.241 -0.157
H 3.167 3.068 -0.756
C -6.243 3.485 0.631
N -6.432 1.998 0.548
C -6.417 1.347 -0.663
C -6.250 -0.007 -0.710
C -6.028 -0.719 0.438
C -6.135 0.003 1.682
C -6.369 1.314 1.667
C -5.670 -2.149 0.382
C -6.556 -3.168 0.043
C -6.035 -4.468 -0.030
N -4.731 -4.727 0.134
C -3.886 -3.784 0.509
C -4.311 -2.512 0.698
C -4.199 -6.038 -0.154
H -5.430 3.830 -0.013
H -6.123 3.702 1.644
H -7.136 3.942 0.358
H -6.409 1.934 -1.532
H -6.209 -0.420 -1.679
H -5.714 -0.507 2.545
H -6.347 1.897 2.521
H -7.521 -2.981 -0.344
H -6.662 -5.346 -0.208
H -2.836 -4.000 0.621
H -3.665 -1.705 1.155
H -3.585 -5.948 -1.061
H -4.980 -6.753 -0.458
H -3.654 -6.375 0.726
C -10.559 -7.112 -4.318
C -10.751 -5.709 -4.914
C -10.307 -4.639 -3.893
C -9.802 -3.330 -4.514
C -8.668 -3.664 -5.492
C -9.070 -4.567 -6.698
N -9.758 -5.740 -6.109
O -9.651 -6.863 -6.638
C -7.882 -5.035 -7.560
C -10.144 -3.787 -7.578
C -12.128 -5.548 -5.563
H -9.520 -7.391 -4.260
H -11.136 -7.815 -4.865
H -10.873 -7.102 -3.295
H -9.462 -5.100 -3.292
H -11.112 -4.545 -3.095
H -9.421 -2.686 -3.673
H -10.632 -2.799 -5.009
H -7.930 -4.311 -5.008
H -8.148 -2.787 -5.846
H -8.144 -5.419 -8.567
H -7.258 -5.678 -7.011
H -7.206 -4.190 -7.780
H -10.715 -3.071 -6.911
H -10.778 -4.500 -8.005
H -9.542 -3.212 -8.314
H -12.945 -5.788 -4.886
H -12.184 -6.392 -6.286
H -12.275 -4.582 -6.019
C 0.895 -8.525 -3.438
C -0.039 -7.348 -3.438
C -0.098 -6.635 -4.766
C -0.714 -7.374 -5.899
C -2.062 -7.965 -5.600
C -2.202 -8.659 -4.130
N -1.552 -7.740 -3.235
O -2.168 -7.092 -2.382
C -1.611 -10.017 -3.984
C -3.627 -8.795 -3.853
C 0.365 -6.399 -2.303
H 0.919 -9.143 -2.500
H 1.930 -8.102 -3.620
H 0.732 -9.198 -4.281
H 0.964 -6.498 -5.049
H -0.554 -5.715 -4.622
H -0.083 -8.264 -6.080
H -0.761 -6.821 -6.809
H -2.231 -8.744 -6.338
H -2.834 -7.232 -5.654
H -1.670 -10.389 -2.938
H -0.643 -10.242 -4.361
H -2.396 -10.629 -4.448
H -4.091 -7.846 -3.455
H -3.810 -9.427 -2.977
H -4.161 -9.233 -4.676
H 0.313 -6.837 -1.333
H -0.331 -5.567 -2.225
H 1.406 -5.967 -2.530
C 0.352 0.336 4.477
C 0.906 1.331 5.462
C 2.416 1.715 5.212
C 2.752 2.955 4.385
C 1.793 4.080 4.695
C 0.389 3.723 4.394
N 0.005 2.537 5.284
O -1.053 2.502 5.874
C 0.195 3.339 2.918
C -0.443 4.914 4.713
C 0.747 0.810 6.854
H 0.976 -0.587 4.559
H 0.380 0.587 3.392
H -0.605 -0.012 4.783
H 2.820 0.753 4.810
H 2.914 1.777 6.234
H 2.537 2.700 3.339
H 3.811 3.191 4.400
H 2.024 4.958 4.085
H 1.844 4.421 5.773
H 0.555 4.199 2.374
H -0.870 3.354 2.686
H 0.563 2.361 2.575
H -0.103 5.409 5.639
H -1.556 4.762 4.789
H -0.292 5.635 3.928
H 0.619 1.560 7.609
H 1.641 0.191 6.978
H -0.044 0.100 6.973
C 6.914 -0.837 0.619
C 6.977 -2.431 0.565
C 6.661 -2.991 1.948
C 5.230 -2.771 2.416
C 4.149 -3.506 1.522
C 4.375 -3.104 0.007
N 5.782 -2.785 -0.416
O 6.066 -2.990 -1.546
C 3.771 -1.705 -0.248
C 3.723 -4.073 -0.957
C 8.338 -3.003 0.053
H 5.898 -0.478 0.874
H 7.293 -0.373 -0.315
H 7.618 -0.558 1.421
H 7.247 -2.522 2.761
H 7.020 -4.047 2.038
H 4.965 -1.657 2.375
H 5.181 -3.114 3.474
H 3.145 -3.146 1.634
H 4.199 -4.617 1.624
H 4.099 -1.315 -1.259
H 3.873 -0.986 0.530
H 2.649 -1.775 -0.331
H 2.723 -4.179 -0.506
H 4.200 -5.087 -0.881
H 3.567 -3.686 -1.926
H 8.384 -4.095 0.100
H 9.150 -2.639 0.680
H 8.468 -2.689 -0.958
C 2.870 9.937 2.019
C 3.395 9.234 3.278
C 4.505 8.142 2.986
C 5.848 8.748 2.561
P 7.253 8.293 3.641
C 7.668 6.583 3.601
C 6.774 5.561 4.304
C 7.034 4.131 3.791
C 8.454 3.785 4.119
C 8.650 9.465 3.291
C 9.449 9.295 1.989
C 8.955 10.213 0.887
C 9.603 10.137 -0.537
C 6.852 8.684 5.312
C 7.919 8.395 6.354
C 7.468 7.914 7.690
C 8.628 7.528 8.618
H 3.552 10.694 1.639
H 1.938 10.464 2.313
H 2.641 9.234 1.202
H 2.621 8.647 3.774
H 3.777 10.010 3.966
H 4.028 7.463 2.245
H 4.747 7.577 3.844
H 5.728 9.839 2.568
H 6.229 8.384 1.603
H 8.699 6.547 3.976
H 7.759 6.157 2.550
H 5.716 5.836 4.114
H 6.902 5.516 5.422
H 6.822 4.059 2.679
H 6.369 3.361 4.203
H 8.709 2.803 3.785
H 8.627 3.833 5.227
H 9.159 4.515 3.654
H 9.355 9.410 4.111
H 8.136 10.387 3.201
H 9.290 8.307 1.581
H 10.493 9.466 2.090
H 9.050 11.207 1.310
H 7.884 10.025 0.736
H 9.413 9.203 -1.027
H 10.632 10.384 -0.417
H 9.113 10.947 -1.175
H 5.943 8.173 5.552
H 6.616 9.768 5.299
H 8.493 9.320 6.404
H 8.624 7.684 5.910
H 6.730 7.097 7.593
H 6.956 8.725 8.199
H 9.419 8.291 8.592
H 8.995 6.533 8.304
H 8.264 7.531 9.655
N 1.398 6.114 1.582
O 1.014 6.783 2.623
O 0.645 6.050 0.656
O 2.527 5.577 1.564
N -2.905 1.623 2.162
O -1.739 1.396 1.947
O -3.749 1.398 1.274
O -3.303 2.063 3.284
N -1.959 -4.159 -4.732
O -1.387 -3.132 -5.083
O -2.562 -4.750 -5.593
O -1.983 -4.457 -3.489
N -0.131 -3.370 0.122
O 0.216 -2.721 -0.901
O -1.201 -3.123 0.657
O 0.630 -4.247 0.565
N 4.536 0.930 2.084
O 3.550 0.388 2.546
O 4.509 1.408 0.946
O 5.603 1.083 2.707
N -7.470 -0.474 -3.851
O -6.515 0.325 -3.442
O -8.131 -0.971 -2.912
O -7.749 -0.697 -5.058
N -6.683 -5.436 -3.124
O -7.505 -6.196 -3.732
O -6.835 -4.232 -3.110
O -5.704 -5.971 -2.514
*
```



2.
Here is an isolated molecule of C2H7NO2Si in a non-equilibrium geometry from the Open Molecules 2025 dataset. Energies are from the ωB97M-V functional and the def2-TZVPD basis.

## Properties
Kohn-Sham gap (alpha / beta)	9.19 / 10.54	eV
E_LUMO (alpha / beta)	0.55 / -0.26	eV

```
! wB97M-V def2-TZVPD RIJCOSX def2/J DEFGRID3
* xyz 0 3
C -0.921 0.801 -1.321
C -0.326 -0.794 1.440
N 1.176 -0.987 -1.267
O 1.037 1.494 0.694
O 1.695 -2.045 -0.952
Si 0.349 0.175 -0.060
H -1.184 1.838 -1.148
H -0.542 0.712 -2.335
H -1.833 0.214 -1.267
H 0.117 -0.408 2.355
H -1.401 -0.667 1.527
H -0.124 -1.858 1.391
H 1.959 1.525 0.944
*
```



3.
Here is an isolated molecule of C9H14N4O3 in a non-equilibrium geometry from the Open Molecules 2025 dataset. Energies are from the ωB97M-V functional and the def2-TZVPD basis.

## Properties
Kohn-Sham gap	9.08	eV
structure (SMILES)	C[C@H](NC(=O)[C@@H](N)Cc1c[nH]cn1)C(=O)O
E_LUMO	0.56	eV

```
! wB97M-V def2-TZVPD RIJCOSX def2/J DEFGRID3
* xyz 0 1
C 0.905 1.018 2.390
C 1.085 1.699 1.074
N 0.513 1.010 -0.092
C -0.724 1.101 -0.562
O -1.574 1.822 -0.172
C -0.768 0.184 -1.917
N 0.405 -0.815 -2.042
C -2.230 -0.506 -1.599
C -2.003 -1.453 -0.442
C -1.689 -1.352 0.951
N -1.095 -2.593 1.275
C -1.248 -3.316 0.114
N -1.625 -2.694 -0.906
C 2.631 1.730 0.730
O 3.362 0.842 1.158
O 2.892 2.713 -0.081
H -0.123 0.629 2.559
H 1.203 1.616 3.260
H 1.720 0.195 2.299
H 0.608 2.760 1.099
H 1.135 0.386 -0.502
H -0.869 0.775 -2.848
H 0.649 -0.938 -2.972
H 0.182 -1.725 -1.643
H -2.619 -0.892 -2.502
H -2.888 0.173 -1.133
H -1.617 -0.463 1.471
H -0.681 -2.912 2.117
H -1.028 -4.385 -0.059
H 3.741 2.766 -0.482
*
```



4.
Here is an isolated molecule of C4H8N4 in a non-equilibrium geometry from the Open Molecules 2025 dataset. Energies are from the ωB97M-V functional and the def2-TZVPD basis.

## Properties
Kohn-Sham gap	9.55	eV
structure (SMILES)	CN1N=N[C@]2(C)CN12
E_LUMO	1.01	eV

```
! wB97M-V def2-TZVPD RIJCOSX def2/J DEFGRID3
* xyz 0 1
C -2.676 0.425 0.079
N -1.380 -0.277 -0.002
N -1.127 -1.534 0.227
N 0.058 -1.897 0.284
C 0.826 -0.662 0.127
C 2.222 -0.768 -0.659
C 0.719 0.359 1.214
N -0.013 0.537 -0.013
H -3.487 -0.335 -0.108
H -2.560 0.982 1.049
H -2.512 1.175 -0.689
H 2.156 0.011 -1.435
H 2.164 -1.875 -1.051
H 3.103 -0.673 0.058
H 0.193 0.197 2.145
H 1.555 1.013 1.239
*
```



5.
Here is the ion C6H16N4O with charge +2 in a non-equilibrium geometry from the Open Molecules 2025 dataset. Energies are from the ωB97M-V functional and the def2-TZVPD basis.

## Properties
Kohn-Sham gap (alpha / beta)	8.59 / 8.59	eV
E_LUMO (alpha / beta)	-7.22 / -7.22	eV

```
! wB97M-V def2-TZVPD RIJCOSX def2/J DEFGRID3
* xyz 2 1
C -1.612 0.371 0.273
C -0.665 1.254 0.267
C -1.265 -1.094 0.687
C 2.670 0.272 -0.481
C 0.680 -2.109 -0.546
C 2.164 -0.045 0.931
N 0.784 -0.318 1.097
N 0.179 -1.236 0.485
N -3.099 0.382 -0.035
N -0.673 2.688 0.045
O -2.034 -1.954 -0.070
H -1.451 -1.184 1.771
H 2.872 -0.610 -1.078
H 1.952 0.897 -1.006
H 3.604 0.819 -0.392
H 0.032 -2.979 -0.631
H 0.702 -1.607 -1.515
H 1.685 -2.440 -0.287
H 2.726 -0.905 1.322
H 2.364 0.795 1.601
H -3.664 0.478 0.820
H -3.275 -0.569 -0.427
H -3.390 1.096 -0.711
H -1.579 3.127 -0.192
H 0.004 2.922 -0.698
H -0.320 3.128 0.909
H -2.097 -2.841 0.308
*
```



6.
Here is a structure of composition C25H26N5O2S2SeSiTi in a non-equilibrium geometry from the Open Molecules 2025 dataset. Energies are from the ωB97M-V functional and the def2-TZVPD basis.

## Properties
Kohn-Sham gap	6.37	eV
E_LUMO	-3.87	eV

```
! wB97M-V def2-TZVPD RIJCOSX def2/J DEFGRID3
* xyz 1 1
Ti -0.394 0.156 -0.642
S -1.415 0.305 -2.876
C -2.734 -0.204 -1.859
C -4.088 -0.231 -2.198
C -4.983 -0.692 -1.262
C -4.537 -1.103 0.003
C -3.203 -1.010 0.286
N -2.326 -0.567 -0.638
H -4.399 0.094 -3.180
H -6.039 -0.731 -1.499
H -5.226 -1.478 0.747
H -2.788 -1.299 1.242
C 1.973 0.830 4.588
N 2.204 0.288 3.255
C 2.529 -1.039 2.996
C 2.646 -1.182 1.674
N 2.351 0.070 1.113
C 2.110 1.009 2.112
S 1.842 2.647 1.951
C 2.567 0.411 -0.236
C 3.787 0.152 -0.818
C 4.006 0.600 -2.112
C 3.011 1.306 -2.763
C 1.797 1.475 -2.131
N 1.561 1.004 -0.894
H 2.754 0.479 5.259
H 0.998 0.515 4.956
H 2.008 1.913 4.518
H 2.617 -1.767 3.785
H 2.836 -2.048 1.066
H 4.555 -0.352 -0.247
H 4.963 0.431 -2.590
H 3.166 1.719 -3.751
H 0.980 2.002 -2.605
O -1.041 2.105 -0.554
C -1.216 1.949 0.681
N -0.829 0.762 1.213
C -1.199 0.750 2.586
O -1.008 -0.156 3.343
C -1.847 2.077 2.858
C -2.388 2.577 4.018
C -2.932 3.860 3.965
C -2.930 4.601 2.785
C -2.385 4.082 1.611
C -1.850 2.815 1.686
H -2.386 2.000 4.934
H -3.364 4.292 4.858
H -3.358 5.595 2.781
H -2.374 4.650 0.691
C -0.430 -4.035 -3.452
Si 1.071 -3.098 -2.953
C 2.458 -4.159 -2.367
C 1.545 -1.827 -4.192
Se 0.429 -2.014 -0.983
H -0.194 -4.745 -4.251
H -1.192 -3.344 -3.818
H -0.840 -4.591 -2.607
H 2.775 -4.873 -3.135
H 2.136 -4.724 -1.489
H 3.318 -3.544 -2.090
H 1.657 -2.290 -5.180
H 2.488 -1.345 -3.931
H 0.759 -1.074 -4.259
*
```



7.
Here is an isolated molecule of C27H31Cl3N2O4 from the Open Molecules 2025 dataset. Energies are from the ωB97M-V functional and the def2-TZVPD basis.

## Properties
Kohn-Sham gap	8.25	eV
structure (SMILES)	OCCN(CCO)c1ccc(C(c2ccccc2Cl)c2ccc(N(CCO)CCO)cc2Cl)c(Cl)c1
E_LUMO	0.50	eV

```
! wB97M-V def2-TZVPD RIJCOSX def2/J DEFGRID3
* xyz 0 1
O 2.262 6.011 -2.833
C 1.558 5.512 -1.718
C 0.025 5.604 -1.875
N -0.550 4.531 -2.649
C -0.991 4.806 -3.998
C 0.039 4.455 -5.094
O 0.991 5.464 -5.288
C -0.614 3.257 -2.133
C -0.266 2.975 -0.804
C -0.360 1.697 -0.292
C -0.791 0.625 -1.060
C -0.881 -0.785 -0.526
C -2.309 -1.223 -0.307
C -3.361 -0.320 -0.229
C -4.662 -0.751 -0.042
C -4.937 -2.102 0.074
C -3.904 -3.022 0.013
C -2.606 -2.578 -0.172
Cl -1.329 -3.748 -0.221
C -0.048 -0.972 0.719
C -0.603 -1.051 1.989
C 0.169 -1.259 3.113
C 1.562 -1.386 3.022
N 2.343 -1.615 4.131
C 3.682 -2.148 4.006
C 3.691 -3.554 3.371
O 2.721 -4.397 3.952
C 1.864 -1.328 5.464
C 1.274 -2.544 6.210
O 2.245 -3.479 6.593
C 2.131 -1.271 1.747
C 1.337 -1.069 0.636
Cl 2.121 -0.918 -0.904
C -1.140 0.907 -2.376
Cl -1.716 -0.366 -3.403
C -1.054 2.176 -2.911
H 2.123 6.963 -2.903
H 1.864 6.047 -0.810
H 1.860 4.467 -1.629
H -0.219 6.549 -2.367
H -0.432 5.627 -0.879
H -1.211 5.874 -4.081
H -1.923 4.266 -4.186
H -0.482 4.350 -6.049
H 0.524 3.500 -4.851
H 1.552 5.520 -4.494
H 0.081 3.753 -0.145
H -0.085 1.526 0.738
H -0.460 -1.446 -1.296
H -3.151 0.735 -0.319
H -5.463 -0.029 0.010
H -5.951 -2.445 0.213
H -4.100 -4.078 0.107
H -1.674 -0.963 2.100
H -0.327 -1.338 4.068
H 4.098 -2.221 5.012
H 4.330 -1.485 3.420
H 4.657 -4.028 3.555
H 3.529 -3.493 2.290
H 1.850 -4.097 3.663
H 2.701 -0.947 6.058
H 1.110 -0.540 5.410
H 0.815 -2.188 7.137
H 0.494 -3.016 5.597
H 2.558 -3.946 5.798
H 3.198 -1.315 1.609
H -1.328 2.303 -3.943
*
```



In order of appearance, ΔE to the lowest compared entry with this formula, charge and spin = 0.0, 0.0, 274.4, 455.1, 503.1, 0.0, 0.0 kJ/mol.